1.
{
  "formula": "C20H64N8O12",
  "method": "ωB97M-V with the def2-TZVPD basis set",
  "species": ["C", "O", "H", "H", "H", "H", "C", "O", "H", "H", "H", "H", "C", "O", "H", "H", "H", "H", "C", "O", "H", "H", "H", "H", "C", "O", "N", "N", "H", "H", "H", "H", "C", "O", "N", "N", "H", "H", "H", "H", "C", "O", "N", "N", "H", "H", "H", "H", "C", "O", "N", "N", "H", "H", "H", "H", "C", "C", "C", "O", "H", "H", "H", "H", "H", "H", "H", "H", "C", "C", "C", "O", "H", "H", "H", "H", "H", "H", "H", "H", "C", "C", "C", "O", "H", "H", "H", "H", "H", "H", "H", "H", "C", "C", "C", "O", "H", "H", "H", "H", "H", "H", "H", "H"],
  "coordinates": [[-0.417, 0.073, -0.156], [0.632, 1.008, -0.422], [-1.152, 0.572, 0.455], [0.041, -0.755, 0.401], [-0.947, -0.359, -1.059], [0.337, 1.853, -0.056], [-1.428, -2.443, -4.463], [-1.136, -1.691, -3.326], [-0.594, -3.072, -4.698], [-1.665, -1.798, -5.323], [-2.301, -3.062, -4.336], [-0.449, -2.179, -2.899], [-2.187, 1.847, -2.522], [-2.382, 3.102, -3.085], [-1.185, 1.684, -2.168], [-2.335, 1.135, -3.252], [-2.961, 1.537, -1.860], [-1.804, 3.019, -3.868], [-2.319, 3.496, 0.297], [-2.811, 3.451, 1.612], [-1.768, 2.582, 0.118], [-1.701, 4.329, 0.128], [-3.167, 3.554, -0.394], [-3.447, 2.710, 1.617], [-4.600, 1.127, 0.451], [-3.509, 0.307, 0.157], [-4.736, 1.607, 1.632], [-5.486, 1.529, -0.391], [-4.096, 1.144, 2.238], [-5.533, 2.145, 2.015], [-5.464, 1.176, -1.314], [-6.279, 2.153, -0.106], [-0.353, -1.801, 3.888], [0.541, -1.749, 4.916], [-0.477, -0.962, 2.891], [-1.174, -2.832, 3.789], [-0.001, -0.063, 2.866], [-1.092, -1.281, 2.153], [-1.217, -3.592, 4.559], [-1.861, -2.897, 3.100], [3.549, 1.327, 1.204], [4.665, 1.347, 2.032], [3.352, 2.259, 0.361], [2.616, 0.398, 1.242], [4.009, 3.095, 0.392], [2.488, 2.343, -0.118], [2.819, -0.314, 1.947], [1.844, 0.394, 0.538], [0.249, 2.378, 2.704], [0.519, 2.955, 1.503], [-0.684, 2.775, 3.503], [0.940, 1.419, 3.201], [-1.381, 3.457, 3.173], [-0.889, 2.264, 4.366], [1.662, 1.074, 2.505], [0.900, 1.071, 4.145], [-3.335, -2.821, -0.820], [-2.445, -2.998, 0.387], [-1.007, -3.282, -0.072], [-2.485, -2.030, 1.169], [-3.370, -3.732, -1.376], [-3.077, -1.910, -1.383], [-4.412, -2.746, -0.532], [-2.800, -3.790, 0.933], [-0.861, -4.341, -0.279], [-0.324, -3.108, 0.786], [-0.741, -2.823, -0.984], [-2.806, -1.237, 0.735], [2.157, -1.659, -1.595], [2.298, -2.868, -2.427], [2.946, -3.915, -1.507], [1.212, -3.326, -2.784], [3.105, -1.321, -1.280], [1.589, -1.939, -0.679], [1.594, -0.880, -2.107], [2.898, -2.513, -3.291], [2.827, -4.939, -1.879], [2.413, -3.933, -0.517], [3.972, -3.646, -1.331], [1.361, -4.146, -3.219], [2.675, -2.669, 1.675], [3.218, -2.254, 3.001], [4.702, -2.006, 2.966], [2.670, -1.205, 3.440], [3.177, -2.292, 0.815], [1.692, -2.307, 1.571], [2.672, -3.750, 1.549], [3.015, -3.041, 3.699], [5.292, -2.783, 2.432], [5.114, -1.720, 3.968], [4.902, -1.151, 2.357], [2.058, -1.570, 4.135], [1.955, 4.374, -3.962], [0.826, 4.117, -3.057], [1.111, 4.281, -1.542], [-0.128, 4.957, -3.167], [1.883, 3.777, -4.913], [2.864, 4.202, -3.449], [2.194, 5.392, -4.184], [0.458, 3.084, -3.252], [1.319, 5.332, -1.254], [2.073, 3.837, -1.259], [0.231, 3.992, -0.910], [-0.863, 4.462, -2.889]],
  "lowdin_charge": [-0.132, -0.167, 0.060, 0.053, 0.096, 0.024, -0.158, -0.122, 0.065, 0.086, 0.069, 0.006, -0.170, -0.097, 0.071, 0.061, 0.050, 0.098, -0.150, -0.135, 0.047, 0.070, 0.086, 0.003, -0.582, -0.105, 0.158, 0.210, 0.139, 0.173, 0.119, 0.163, -0.580, -0.111, 0.198, 0.168, 0.059, 0.062, 0.173, 0.056, -0.621, -0.138, 0.179, 0.148, 0.168, 0.047, 0.070, 0.081, -0.619, -0.089, 0.179, 0.158, 0.110, 0.130, 0.094, 0.133, -0.027, -0.617, -0.012, -0.029, 0.075, 0.081, 0.095, 0.115, 0.089, 0.078, 0.032, 0.051, -0.050, -0.645, -0.021, 0.023, 0.083, 0.066, 0.094, 0.159, 0.083, 0.073, 0.083, 0.119, -0.054, -0.638, -0.029, -0.051, 0.049, 0.043, 0.090, 0.138, 0.091, 0.105, 0.047, 0.082, -0.037, -0.609, -0.022, 0.007, 0.105, 0.062, 0.079, 0.138, 0.103, 0.054, 0.069, 0.043],
  "e_homo_ev": -8.057,
  "total_charge": 0,
  "total_energy_ev": -58263.33930,
  "smiles": "NC(N)=O.NC(N)=O.NC(N)=O.NC(N)=O.CC(C)O.CC(C)O.CC(C)O.CC(C)O.CO.CO.CO.CO",
  "spin_multiplicity": 1
}


2.
{
  "formula": "C20H65BF4N3O11",
  "method": "ωB97M-V with the def2-TZVPD basis set",
  "species": ["B", "F", "F", "F", "F", "C", "C", "O", "H", "H", "H", "H", "H", "H", "C", "C", "O", "H", "H", "H", "H", "H", "H", "C", "C", "O", "H", "H", "H", "H", "H", "H", "C", "C", "O", "H", "H", "H", "H", "H", "H", "O", "H", "H", "O", "H", "H", "O", "H", "H", "O", "H", "H", "C", "C", "C", "O", "C", "N", "H", "H", "H", "H", "H", "H", "H", "H", "H", "H", "H", "C", "C", "C", "O", "C", "N", "H", "H", "H", "H", "H", "H", "H", "H", "H", "H", "H", "C", "C", "C", "O", "C", "N", "H", "H", "H", "H", "H", "H", "H", "H", "H", "H", "H"],
  "coordinates": [[-1.121, 0.105, 0.088], [-1.602, 1.306, 0.454], [-2.052, -0.422, -0.751], [0.056, 0.213, -0.536], [-0.994, -0.711, 1.244], [-5.054, 2.667, 0.093], [-5.139, 4.230, -0.023], [-4.468, 4.680, 1.182], [-5.693, 2.379, 0.927], [-4.050, 2.310, 0.324], [-5.253, 2.216, -0.880], [-6.161, 4.609, -0.005], [-4.667, 4.524, -0.960], [-5.126, 4.458, 1.846], [-2.925, 1.138, -3.694], [-3.068, 2.644, -3.459], [-1.813, 3.309, -3.795], [-3.801, 0.562, -3.398], [-2.009, 0.853, -3.177], [-2.770, 1.053, -4.770], [-3.410, 2.782, -2.433], [-3.926, 3.071, -3.979], [-1.384, 3.551, -2.971], [-1.355, 2.233, 4.097], [-1.466, 3.674, 3.461], [-1.262, 4.745, 4.292], [-1.935, 2.098, 5.010], [-0.383, 1.926, 4.483], [-1.554, 1.497, 3.319], [-2.445, 3.822, 3.006], [-0.887, 3.714, 2.538], [-1.913, 4.677, 4.995], [0.682, 5.042, -0.769], [-0.229, 4.008, -0.186], [-0.892, 3.335, -1.198], [1.503, 5.459, -0.185], [0.142, 5.882, -1.205], [1.187, 4.595, -1.626], [-0.981, 4.407, 0.495], [0.360, 3.435, 0.529], [-1.064, 2.447, -0.876], [-4.505, -0.663, 1.891], [-3.876, -0.104, 1.435], [-4.336, -0.507, 2.820], [-1.112, -1.350, 4.273], [-1.670, -0.642, 3.951], [-1.595, -1.718, 5.013], [-2.816, -2.839, 0.978], [-3.512, -2.297, 1.351], [-2.044, -2.274, 0.983], [1.063, -0.234, 3.010], [0.396, -0.428, 2.351], [0.730, -0.634, 3.813], [4.149, 1.948, -0.590], [3.527, 0.826, 0.191], [4.482, 0.247, 1.195], [5.790, 0.073, 0.621], [6.757, -0.310, 1.589], [2.286, 1.294, 0.742], [4.382, 2.867, -0.052], [3.551, 2.304, -1.429], [5.058, 1.599, -1.080], [3.226, 0.078, -0.542], [4.120, -0.672, 1.657], [4.578, 0.946, 2.026], [6.899, 0.536, 2.262], [7.740, -0.580, 1.202], [6.304, -1.088, 2.202], [1.788, 0.626, 1.313], [1.627, 1.399, -0.016], [5.366, -5.791, 1.068], [4.881, -4.497, 0.528], [3.382, -4.183, 0.854], [2.847, -3.279, -0.101], [1.503, -2.743, 0.213], [5.675, -3.371, 0.998], [4.952, -6.657, 0.550], [5.279, -5.829, 2.154], [6.436, -5.882, 0.882], [5.059, -4.590, -0.543], [3.203, -3.822, 1.867], [2.799, -5.104, 0.830], [1.326, -2.536, 1.269], [0.724, -3.400, -0.175], [1.380, -1.803, -0.325], [6.644, -3.581, 0.806], [5.406, -2.450, 0.682], [-3.552, -2.777, -4.415], [-2.909, -3.165, -3.059], [-1.433, -2.778, -2.922], [-0.578, -3.370, -3.834], [0.808, -2.965, -3.676], [-3.644, -2.554, -2.010], [-3.263, -3.467, -5.208], [-3.201, -1.776, -4.666], [-4.642, -2.756, -4.400], [-3.008, -4.248, -2.979], [-1.068, -3.101, -1.947], [-1.379, -1.695, -3.035], [1.425, -3.125, -4.560], [1.302, -3.281, -2.757], [0.831, -1.878, -3.599], [-3.292, -1.609, -2.055], [-3.327, -2.862, -1.102]],
  "lowdin_charge": [-1.462, 0.184, 0.172, 0.198, 0.089, -0.079, -0.264, -0.106, 0.067, 0.057, 0.066, 0.100, 0.100, 0.066, -0.085, -0.301, -0.088, 0.072, 0.068, 0.070, 0.077, 0.099, 0.027, -0.059, -0.320, -0.055, 0.061, 0.066, 0.047, 0.095, 0.091, 0.083, -0.076, -0.340, -0.070, 0.074, 0.070, 0.074, 0.102, 0.101, 0.061, -0.026, 0.030, 0.043, -0.033, 0.017, 0.048, -0.058, -0.005, 0.000, -0.065, -0.015, 0.009, -0.068, -0.451, -0.180, -0.210, -0.122, 0.066, 0.080, 0.073, 0.070, 0.135, 0.120, 0.127, 0.079, 0.086, 0.068, 0.030, 0.055, -0.089, -0.443, -0.197, -0.198, -0.052, 0.048, 0.082, 0.083, 0.070, 0.131, 0.120, 0.113, 0.080, 0.077, 0.071, 0.068, 0.051, -0.053, -0.444, -0.232, -0.177, -0.072, 0.050, 0.066, 0.059, 0.067, 0.134, 0.122, 0.116, 0.081, 0.072, 0.079, 0.040, 0.038],
  "e_homo_ev": -6.225,
  "total_charge": -1,
  "total_energy_ev": -60339.14308,
  "spin_multiplicity": 1
}


LUMO / eV: -0.46 1.99
Molar mass / g/mol: 608.776 610.554